A:
C3H8N2 in the gas phase, computed with ωB97M-V with the def2-TZVPD basis set.

Element x y z (Å)
C 1.0754 0.5258 1.3093
C 0.1026 -0.0325 0.2986
C -0.9036 0.7455 -0.2694
N -1.6459 0.0038 -1.1911
N 0.4049 -1.2848 -0.2671
H 1.3939 -0.3744 1.9544
H 0.5853 1.1463 2.0502
H 1.9166 1.1121 0.8264
H -1.1073 1.7148 0.0340
H -1.8453 0.4796 -2.0348
H -1.4048 -1.0173 -1.2590
H 1.3266 -1.6311 -0.1280
H 0.1015 -1.3878 -1.3235

Summary:
- charge = 0
- gap between HOMO and LUMO (eV) = 8.02
- SMILES = C/C(N)=C/N

B:
2 unconnected molecules or ions with the total composition C3H8N2, computed with ωB97M-V with the def2-TZVPD basis set.

Element x y z (Å)
C 1.0527 0.1188 -0.4576
C -1.9340 0.2678 -0.1203
C -0.7775 -0.5282 0.3779
N 1.9292 0.6761 0.4922
N 2.2421 -0.5734 -0.2076
H 0.8573 0.5485 -1.4287
H -1.9954 0.2591 -1.2065
H -1.8890 1.2956 0.2297
H -2.8515 -0.1835 0.2680
H -0.7618 -1.5633 0.0686
H -0.5403 -0.3922 1.4221
H 2.5095 1.4339 0.1281
H 2.1586 -1.3593 0.4341

Summary:
- charge = 0
- gap between HOMO and LUMO (eV) = 10.15

The least stable of them is B.

A:
A molecular structure, C3H8N2, computed with ωB97M-V with the def2-TZVPD basis set.

Element x y z (Å)
C -2.2323 -0.0189 -0.0113
C -0.8059 0.4279 0.0751
N 0.0298 -0.7642 -0.1906
C 1.4531 -0.4480 0.0185
N 1.8934 0.7740 0.0469
H -2.4998 -0.7937 0.7121
H -2.4196 -0.5356 -0.9583
H -3.0449 0.6944 0.1676
H -0.6127 1.2832 -0.5854
H -0.5307 0.7886 1.0582
H 2.6607 0.9067 -0.6059
H 0.5905 -0.7360 0.8572
H 2.1131 -1.2769 -0.2275

Summary:
- charge = 0
- gap between HOMO and LUMO (eV) = 9.28

B:
C3H8N2 in the gas phase, computed with ωB97M-V with the def2-TZVPD basis set.

Element x y z (Å)
C 0.3303 -0.7411 0.3297
C 0.9453 -0.0192 -0.8143
C -0.5167 -0.1729 -0.7299
H -0.1355 -0.2843 2.2796
H 1.5707 -0.3939 2.0635
H 0.2349 -1.8340 0.1465
H 1.4537 -0.5521 -1.6032
H 1.3464 0.9083 -0.6625
H -0.9933 -1.0240 -1.3375
H -1.3924 1.5635 -1.3929
H -2.2243 0.5914 -0.2354
N 0.6280 -0.1784 1.6110
N -1.2585 1.1247 -0.4640

Summary:
- charge = 0
- gap between HOMO and LUMO (eV) = 9.89
- SMILES = N[C@@H]1C[C@@H]1N

The least stable of them is A.

A:
A molecular structure, C3H8N2, computed with ωB97M-V with the def2-TZVPD basis set.

Element x y z (Å)
C -2.2636 0.3176 0.3577
C -0.8555 0.1402 -0.3226
N 2.0451 0.5641 -0.5042
C 1.3266 -0.5354 0.1375
N 0.0336 -0.7210 0.4329
H -2.8341 1.0611 -0.2096
H -2.0804 0.4309 1.4368
H -2.7645 -0.6836 0.4180
H -0.4392 1.1537 -0.4916
H -1.0384 -0.2599 -1.3463
H 2.0074 1.3285 0.1674
H 1.1886 -0.1408 -1.0409
H 2.0316 -1.3057 0.4220

Summary:
- charge = 0
- gap between HOMO and LUMO (eV) = 9.52

B:
2 unconnected molecules or ions with the total composition C3H8N2, computed with ωB97M-V with the def2-TZVPD basis set.

Element x y z (Å)
C -2.4336 -0.9299 -0.9200
N -2.5157 -1.3626 0.2806
H -3.1855 -0.4827 -1.4815
H -1.4500 -1.0004 -1.5269
H -1.4910 -1.4854 0.5991
C 1.7350 -0.1003 1.0083
C 1.0967 1.5718 -0.3683
N 2.1200 1.1906 0.3521
H 2.3884 -0.3318 1.8284
H 0.7856 0.0659 1.4976
H 1.6538 -0.7944 0.1936
H 1.2665 2.2121 -1.2874
H 0.0300 1.4471 -0.1755

Summary:
- charge = 0
- gap between HOMO and LUMO (eV) = 10.34
- SMILES = C=NC.C=N

C:
C3H8N2 in the gas phase, computed with ωB97M-V with the def2-TZVPD basis set.

Element x y z (Å)
C -1.4578 0.7351 -0.5894
C -0.9686 -0.3946 0.3221
N 0.3837 -0.1980 0.7957
C 1.4628 -0.4123 0.0076
N 2.6457 -0.1805 0.4369
H -1.5556 1.6351 0.0363
H -2.4583 0.5570 -0.9677
H -0.7809 0.9794 -1.4056
H -1.6078 -0.4211 1.2019
H -0.9870 -1.3603 -0.1883
H 0.6653 0.3632 1.5869
H 1.3186 -0.8136 -1.0043
H 3.3401 -0.4896 -0.2322

Summary:
- charge = 0
- gap between HOMO and LUMO (eV) = 9.78
- SMILES = [H]/N=C/NCC

The least stable of them is A.

A:
3 unconnected molecules or ions with the total composition C3H11NOS, computed with ωB97M-V with the def2-TZVPD basis set.

Element x y z (Å)
C 2.1298 -1.8631 -0.4379
O 2.9298 -1.6175 0.7424
C 1.1489 -0.6705 -0.3076
N 0.1558 -0.6753 -1.4004
H 1.6324 -2.8442 -0.3728
H 2.6573 -1.8492 -1.3860
H 3.4269 -2.3886 1.0467
H 0.6179 -0.8398 0.6370
H 1.7595 0.2280 -0.1816
H -0.6261 -0.0435 -1.1499
H 0.5416 -0.2088 -2.2746
H -0.1350 0.9225 0.5753
C -2.3946 1.9842 1.4917
S -2.0172 1.3561 -0.1827
H -1.4789 2.1264 2.0666
H -2.9334 2.9417 1.4021
H -3.0199 1.2212 1.9471

Summary:
- charge = -1
- 2S+1 = 2
- gap between HOMO and LUMO (alpha / beta) (eV) = 4.50 / 6.27

B:
2 unconnected molecules or ions with the total composition C3H11NOS, computed with ωB97M-V with the def2-TZVPD basis set.

Element x y z (Å)
C -2.1189 0.6023 0.1701
S -2.4080 0.5106 -1.6597
C -0.6784 -0.1185 -1.9911
H -1.1114 1.0002 0.3163
H -2.2777 -0.4329 0.5236
H -2.9199 1.1455 0.6804
H -0.3901 -0.8487 -1.2707
H -0.6887 -0.4563 -3.0275
H -0.0208 0.7866 -2.1324
N 1.7064 -0.5384 0.6585
C 2.4306 0.0692 1.7085
O 3.2032 -0.8388 2.5507
H 2.2625 -0.6955 -0.1650
H 1.0740 -1.2982 0.8743
H 3.1224 0.8587 1.4352
H 1.8205 0.5392 2.4902
H 2.8080 -1.7345 2.5770

Summary:
- charge = -1
- 2S+1 = 2
- gap between HOMO and LUMO (alpha / beta) (eV) = 2.11 / 8.51

The least stable of them is A.

A:
C2H5NO2 in the gas phase, computed with ωB97M-V with the def2-TZVPD basis set.

Element x y z (Å)
C -0.0412 0.3485 -0.0191
C -0.1194 -0.9664 0.6900
N 0.8096 0.5907 -1.0641
O -0.5522 0.6177 -1.5895
O -0.4558 1.3844 0.7125
H -0.4923 2.1550 0.1161
H 1.2816 -0.2455 -1.3991
H -0.7178 -1.6480 0.0732
H 0.8810 -1.3955 0.8131
H -0.5936 -0.8409 1.6668

Summary:
- charge = 0
- gap between HOMO and LUMO (eV) = 10.14
- SMILES = C[C@@]1(O)NO1

B:
A molecular structure, C2H5NO2, computed with ωB97M-V with the def2-TZVPD basis set.

Element x y z (Å)
C -0.1485 -0.8859 -0.7948
C -1.0904 -0.3325 0.0683
O 0.9821 0.6358 0.0507
O 2.1827 1.4446 0.0861
N -2.2765 -0.4612 0.4570
H 2.6960 1.0051 0.7806
H -2.5286 0.2363 1.1586
H 0.4819 -1.7050 -0.4794
H -0.0559 -0.5400 -1.8143
H -0.2429 0.6027 0.4872

Summary:
- charge = 0
- gap between HOMO and LUMO (eV) = 9.09

C:
C2H5NO2 in the gas phase, computed with ωB97M-V with the def2-TZVPD basis set.

Element x y z (Å)
C -1.2742 -0.4355 0.0941
C 0.2998 -0.5116 -0.0071
H -1.6685 -0.1577 1.2176
H -1.6107 0.5650 -0.5550
H -1.7109 -1.4817 -0.3927
H 0.7911 -1.1375 0.7575
H 0.5246 -0.9635 -1.0514
N 1.9515 1.0765 0.1572
O 0.5285 0.8463 -0.1488
O 2.1688 2.1997 -0.0714

Summary:
- charge = 0
- gap between HOMO and LUMO (eV) = 10.37
- SMILES = CCON=O

D:
2 unconnected molecules or ions with the total composition C2H5NO2, computed with ωB97M-V with the def2-TZVPD basis set.

Element x y z (Å)
O -0.1372 2.1850 0.9851
C -0.4752 2.5599 -0.1296
H -0.9693 3.5204 -0.2031
H -0.4177 1.8333 -0.8785
C 0.0694 -1.1429 -0.2081
N 0.6606 -2.2571 0.2748
O -0.5222 -1.0808 -1.2746
H 0.1145 -0.2134 0.4499
H 1.1926 -2.2191 1.1030
H 0.4844 -3.1853 -0.1191

Summary:
- charge = 0
- gap between HOMO and LUMO (eV) = 10.64
- SMILES = NC=O.C=O

The least stable of them is B.

A:
C2H5NO2 in the gas phase, computed with ωB97M-V with the def2-TZVPD basis set.

Element x y z (Å)
C 0.6392 -0.8390 0.0132
C -0.6424 -0.1107 0.0210
H 2.5065 -0.4388 -0.3108
H 1.5056 0.5949 0.7812
H 0.6270 -1.6726 -0.7102
H 0.7987 -1.3081 1.0039
H 0.3185 1.7319 -0.5446
N 1.6937 0.0987 -0.0717
O -1.7532 -0.5821 -0.0320
O -0.4459 1.3445 0.0417

Summary:
- charge = 0
- gap between HOMO and LUMO (eV) = 10.54
- SMILES = NCC(=O)O

B:
C2H5NO2 in the gas phase, computed with ωB97M-V with the def2-TZVPD basis set.

Element x y z (Å)
C -0.0134 0.6578 -0.3589
C -0.5917 -0.6964 -0.5972
H 1.1208 1.8383 0.6314
H 1.3580 0.0933 1.1294
H -1.7967 -0.8106 -0.5744
H -0.1604 -0.9506 -1.5465
H -0.4655 -1.0707 1.3754
N 0.7846 0.8485 0.6176
O -0.1295 1.6341 -1.2292
O -0.1061 -1.5438 0.5523

Summary:
- charge = 0
- gap between HOMO and LUMO (eV) = 10.18
- SMILES = NC(=O)CO

C:
C2H5NO2 in the gas phase, computed with ωB97M-V with the def2-TZVPD basis set.

Element x y z (Å)
C -0.6315 -0.8714 0.5889
N 0.6455 -0.3102 0.2141
C 0.8335 0.8097 -0.5479
O -0.3160 1.5625 -0.7812
O 1.9044 1.2102 -0.9044
H -0.5957 -1.9401 0.7667
H -1.3452 -0.6887 -0.2139
H -1.0438 -0.3463 1.4594
H 1.4945 -0.4841 0.7300
H -0.9456 1.0583 -1.3117

Summary:
- charge = 0
- gap between HOMO and LUMO (eV) = 10.52
- SMILES = CNC(=O)O

D:
C2H5NO2 in the gas phase, computed with ωB97M-V with the def2-TZVPD basis set.

Element x y z (Å)
N -0.1919 -1.0688 -1.7189
C -0.2170 -0.7451 -0.4272
O 0.2678 0.4876 -0.3025
C 0.2720 1.0136 1.0462
O -0.0267 0.0872 2.0184
H 0.1172 -0.4252 -2.4394
H -0.4816 -1.9895 -2.0028
H 1.2873 1.3810 1.2140
H -0.4432 1.8475 1.0305
H -0.5839 -0.5881 1.5816

Summary:
- charge = 0
- gap between HOMO and LUMO (eV) = 10.20

The least stable of them is D.